# 1
The following is a DFT calculation (ωB97M-V/def2-TZVPD) of a molecular structure, C23H31Br45FNO3.

Results
HOMO energy, eV: -9.31

Atoms and positions in Å:
Br: 4.09403 -0.99411 9.69999
Br: -2.76032 8.71279 -5.55059
Br: -1.39717 -3.56841 0.64423
Br: 11.95086 -9.13779 -1.33999
Br: 6.90116 -5.82829 1.17380
Br: 9.47349 -12.71294 -4.42266
Br: -1.35261 9.95116 -2.97427
Br: -9.10607 0.09755 -8.81838
Br: -1.91093 6.48439 4.23945
Br: -6.26898 0.08009 -10.26193
Br: 8.34083 -10.29273 -6.16808
Br: 1.06341 3.99421 -0.03036
Br: -0.67639 1.65367 1.24560
Br: -0.82739 0.58509 11.54704
Br: -2.75454 -0.19595 4.06024
Br: 4.84210 2.65762 6.62782
Br: -3.56038 4.67602 1.02940
Br: 0.49830 3.68823 3.50903
Br: 8.26431 -10.14975 -2.98545
Br: -4.52672 9.97019 -3.21746
Br: 1.87948 -5.43134 -1.55650
Br: 6.53844 5.32668 7.03791
Br: -2.50782 5.59775 -1.83073
Br: -3.58552 -3.35127 -1.67071
Br: -1.19879 3.11096 9.64114
Br: -7.83272 -2.65389 -9.78756
Br: -3.06405 -0.90159 0.29431
Br: 2.73647 1.83865 10.21460
Br: 10.91912 -10.94774 1.06744
Br: -0.83937 7.85189 1.61098
Br: 2.95950 -7.84202 0.22053
Br: 3.80448 4.90976 8.61368
Br: 1.82720 0.07863 7.72951
Br: -0.52321 3.52925 12.72536
Br: 0.23589 -0.97597 4.81360
Br: -5.04544 7.02809 -0.52698
Br: 12.12285 -12.30699 -1.56244
Br: 6.93494 -6.03769 -2.00482
Br: -2.18791 -2.77933 5.83221
Br: -3.27326 9.16765 3.19673
Br: 2.85271 5.61603 4.45523
Br: 0.69637 4.59313 6.55744
Br: 8.06365 -8.43304 -0.23763
Br: 2.18288 1.01658 0.01285
Br: 1.83578 -5.21472 1.61861
F: -5.57925 -2.26096 -4.66374
O: -6.59989 -0.66613 -5.80113
O: -0.44815 2.13716 -4.32178
O: -4.67336 1.68369 -2.96870
N: -1.60333 2.31349 -3.53619
C: 1.70265 -6.38965 0.10124
C: -5.98353 -0.21241 -3.51922
C: 6.78186 -6.99929 -0.34692
C: 5.34804 4.05514 7.85428
C: 0.36389 -0.14072 -3.82609
C: -0.27101 0.81775 -4.80928
C: -1.64226 8.15648 3.33364
C: -5.63628 1.23573 -3.87288
C: 0.61652 2.12996 -0.09874
C: 1.67043 4.18167 4.94996
C: -6.09380 -1.02273 -4.75615
C: -7.47979 -0.88463 -9.11755
C: -3.96850 2.82078 -3.45495
C: -1.40324 2.41905 11.42433
C: 8.17544 -11.29306 -4.53352
C: -3.37099 6.14211 -0.19659
C: -0.62904 -0.83952 -2.88049
C: 2.49052 0.05793 9.53703
C: -2.80710 2.38303 -4.32982
C: -1.53122 -1.63372 4.43321
C: 11.15129 -10.81358 -0.84039
C: -3.08631 -2.81213 0.10759
C: -2.90234 9.03996 -3.65994
H: -3.83758 -3.19592 0.78060
H: -2.68980 3.01229 -5.19612
H: -1.46167 -2.23157 3.53574
H: -1.64448 -0.65917 -3.20171
H: -2.45752 2.43169 11.65219
H: -0.94344 8.74357 3.90926
H: -5.24369 1.23360 -4.88254
H: -5.20456 -0.61831 -2.89230
H: 7.19896 -11.75197 -4.53659
H: 1.18399 0.30289 -3.28238
H: -3.57213 3.36289 -2.60881
H: -0.42245 -1.89528 -2.85559
H: 0.16269 1.94964 -1.06268
H: 0.79819 -0.93008 -4.42362
H: -1.67669 1.61226 -2.81175
H: -6.99668 -0.99436 -8.15757
H: 0.38909 0.91237 -5.65805
H: -2.94558 8.07685 -3.17193
H: 10.16896 -10.84043 -1.28229
H: -0.55608 -0.47108 -1.86676
H: 1.73400 -0.41303 10.14595
H: 5.80097 -7.44805 -0.33077
H: -1.18793 0.37122 -5.18230
H: -6.92451 -0.24806 -2.99180
H: -2.70838 6.84685 0.28091
H: -6.53488 1.84251 -3.86715
H: -4.65689 3.46328 -3.99085
H: 5.88592 3.58529 8.66336
H: -3.06929 1.38376 -4.68043
H: 2.28734 3.32309 5.16975
H: 0.71420 -6.82261 0.11682

Results of the Löwdin charge analysis, in e, for atoms 1 through 99: 0.58, 0.57, 0.56, 0.57, 0.58, 0.57, 0.57, 0.57, 0.56, 0.56, 0.58, 0.57, 0.48, 0.58, 0.55, 0.58, 0.57, 0.52, 0.57, 0.55, 0.57, 0.58, 0.66, 0.60, 0.55, 0.57, 0.55, 0.54, 0.57, 0.63, 0.61, 0.54, 0.53, 0.58, 0.55, 0.58, 0.56, 0.58, 0.59, 0.59, 0.57, 0.52, 0.54, 0.59, 0.56, 0.10, 0.13, -0.13, -0.14, -0.05, -1.64, -0.04, -1.63, -1.62, -0.21, -0.23, -1.60, -0.22, -1.61, -1.61, -0.43, -1.66, -0.20, -1.63, -1.62, -1.63, -0.10, -1.63, -0.17, -1.63, -1.67, -1.61, -1.66, -0.03, 0.13, -0.07, 0.06, -0.03, -0.03, 0.12, 0.10, -0.03, 0.10, 0.03, 0.06, -0.05, 0.10, 0.10, -0.07, 0.12, -0.11, -0.14, 0.04, -0.07, -0.10, 0.11, 0.14, -0.15, 0.13



# 2
The following is a DFT calculation (ωB97M-V/def2-TZVPD) of a molecular structure, C23H31Br55InO4.

Results
Charge: -1
HOMO energy, eV: -5.79

Atoms and positions in Å:
In: 2.09371 -0.52400 -0.30353
Br: -7.26109 1.52357 -4.45671
Br: 7.94056 5.69480 2.64107
Br: 0.73574 -5.84419 -2.53521
Br: 1.77402 -2.81991 6.03417
Br: -8.90392 -1.18244 -4.25789
Br: -10.18253 -1.33673 -9.13916
Br: 9.19087 -3.40311 3.08748
Br: 9.37948 -0.67231 2.17851
Br: -5.54029 -4.63552 -3.93122
Br: -1.02668 -1.31014 5.96855
Br: -11.99416 2.62678 -4.76716
Br: -9.31145 -6.44085 -7.08475
Br: -9.28053 1.06540 -2.04071
Br: 8.38407 2.38718 6.27377
Br: 2.82165 7.54979 1.89826
Br: -14.48818 4.58760 -4.66267
Br: 6.02276 3.30365 3.48206
Br: 0.11223 8.81920 2.99392
Br: -13.40581 0.59207 -1.77879
Br: 3.88721 3.63024 7.38306
Br: -3.70885 -5.80150 -7.62303
Br: 9.18197 2.88011 3.45765
Br: -11.76194 -0.83383 -6.43036
Br: 3.58665 -2.58582 0.27469
Br: -12.18660 -1.85629 -0.16698
Br: -3.89674 -1.29193 1.91239
Br: 0.96549 2.40787 5.36055
Br: 2.65849 0.04935 4.03223
Br: 10.32587 -1.28494 5.20883
Br: -5.82288 -2.50022 -1.61065
Br: -8.62923 -9.20547 -8.50054
Br: -11.62973 1.46082 -8.60108
Br: 0.07631 -2.72923 3.34086
Br: -6.10128 -6.06457 -9.70646
Br: -13.10881 -2.25271 -3.18226
Br: 12.01065 0.65178 3.33662
Br: -11.45146 -7.81855 -8.98905
Br: 0.67491 5.69849 3.32254
Br: 3.25622 0.62410 8.15696
Br: 0.15650 5.45275 -1.09362
Br: 1.85054 3.21573 -2.57976
Br: 7.49365 3.20130 9.22006
Br: -6.14481 -3.76458 -7.50836
Br: 7.19339 5.28092 6.82836
Br: -2.31985 1.46356 1.77657
Br: 3.15792 3.06467 3.16724
Br: -1.54992 -4.68181 -0.63120
Br: -14.48862 2.14697 -6.70185
Br: 6.96028 -5.46788 3.99559
Br: 1.80992 3.00293 9.70568
Br: 9.68820 -5.28241 5.63361
Br: -4.21684 0.88471 4.24145
Br: 0.45946 -2.66730 -2.14279
Br: -3.91180 -1.90819 -4.07232
Br: 2.37769 6.29444 -3.21591
O: 0.49927 -0.54800 0.97278
O: 1.46335 -0.49228 -2.26155
O: 4.57803 1.14513 -0.48645
O: 7.18935 0.87006 -0.96650
C: 3.40770 2.43044 8.80190
C: 7.53983 -1.20355 0.14738
C: 8.84492 -5.12672 3.90300
C: 1.85374 5.00167 -1.88867
C: 8.21507 3.81883 7.54329
C: 10.86868 -0.89917 3.40138
C: -9.58206 -7.54140 -8.63663
C: -12.37953 -1.03158 -1.88931
C: 7.74145 4.12663 3.73926
C: -8.05638 0.23567 -3.27551
C: 7.89068 0.30058 0.12791
C: 2.64823 1.88453 4.59055
C: 6.75242 2.18097 -0.69294
C: 0.01267 -2.77238 5.25887
C: -4.64927 -3.26150 -2.92532
C: -13.89801 2.78410 -4.98457
C: 5.40708 2.15468 0.01452
C: -5.58900 -5.55374 -7.91980
C: -0.45837 -4.36074 -2.20984
C: -10.70913 -0.03428 -7.82555
C: 0.94962 7.25664 2.24189
C: -3.04619 0.10986 2.91509
C: 3.30992 1.27100 0.14204
H: 3.43593 1.32721 1.22087
H: -6.11112 -6.21538 -7.24238
H: 9.20912 4.18962 7.74458
H: -7.25830 -0.20540 -2.69330
H: 8.38451 -1.85903 0.32299
H: -9.17119 -7.00585 -9.48061
H: 2.05181 0.03660 -2.80588
H: -3.82369 -3.71996 -2.39535
H: 3.38815 1.98339 5.37080
H: 11.44401 -1.74813 3.06066
H: 0.83413 -0.47775 1.87151
H: 2.75154 2.13169 -0.23257
H: 6.76698 -1.39050 0.88865
H: -14.36079 2.15796 -4.23476
H: 4.21150 2.45266 9.52355
H: 0.48198 7.07236 1.28534
H: 4.91766 3.13935 -0.03500
H: -11.38867 -0.76196 -2.22920
H: 7.79161 4.44974 4.76995
H: -1.14045 -4.32606 -3.04710
H: -0.49249 -3.67961 5.55550
H: 9.27927 -5.88901 3.27290
H: 7.66901 0.81577 1.06275
H: 8.95684 0.39286 -0.09876
H: -9.80290 0.34943 -7.37658
H: 2.59140 5.04059 -1.09892
H: 5.59867 1.95455 1.07787
H: -2.22424 -0.34755 3.44945
H: 7.47074 2.70175 -0.04981
H: 7.17346 -1.42008 -0.85231
H: 6.65904 2.71090 -1.64083

Results of the Löwdin charge analysis, in e, for atoms 1 through 99: 0.37, 0.59, 0.59, 0.55, 0.54, 0.56, 0.58, 0.58, 0.74, 0.55, 0.58, 0.53, 0.58, 0.61, 0.61, 0.56, 0.57, 0.57, 0.57, 0.58, 0.60, 0.59, 0.49, 0.50, -0.04, 0.59, 0.56, 0.56, 0.65, 0.55, 0.60, 0.57, 0.55, 0.66, 0.57, 0.56, 0.57, 0.57, 0.56, 0.60, 0.60, 0.68, 0.58, 0.54, 0.65, 0.60, 0.57, 0.54, 0.55, 0.60, 0.58, 0.55, 0.54, 0.76, 0.59, 0.57, -0.45, -0.57, -0.22, -0.14, -1.61, -0.15, -1.60, -1.63, -1.56, -1.59, -1.66, -1.65, -1.67, -1.62, -0.39, -1.59, -0.19, -1.61, -1.62, -1.63, -0.26, -1.66, -1.59, -1.63, -1.66, -1.65, -0.32, -0.04, -0.05, -0.02, -0.09, 0.00, -0.06, -0.04, -0.08, -0.13, -0.04, -0.15, -0.01, 0.07, -0.07, -0.05, -0.10



The lowest HOMO energy belongs to which entry?
C23H31Br45FNO3



Which value of HOMO energy does entry 2 give?
-5.79 eV